{
  "formula": "C5H16N2O",
  "method": "ωB97M-V with the def2-TZVPD basis set",
  "elements": ["O", "N", "N", "C", "C", "C", "C", "C", "H", "H", "H", "H", "H", "H", "H", "H", "H", "H", "H", "H", "H", "H", "H", "H"],
  "xyz": [[-0.73235, 1.97724, 0.31694], [2.15022, 0.56291, -0.51343], [-2.04934, 1.42763, 0.37330], [0.99776, -0.28034, -0.80160], [-0.90761, -1.70251, 0.36519], [0.52968, -0.28382, 1.88073], [0.45859, -1.07937, 0.59052], [0.06539, 0.23418, -1.92280], [-1.68628, -0.94296, 0.35351], [1.85041, 1.48614, -0.21896], [-0.92578, -0.20026, -1.82916], [2.72047, 0.67901, -1.34304], [-2.54496, 1.79252, -0.44011], [0.25766, -0.92076, 2.72243], [0.48736, -0.01970, -2.89514], [1.45442, -1.16748, -1.26271], [-0.10540, 1.15586, 0.12170], [1.21019, -1.86946, 0.65932], [-2.49114, 1.83355, 1.19871], [-1.12049, -2.40031, 1.17621], [-0.93443, -2.26688, -0.56546], [-0.18510, 0.53567, 1.88279], [-0.02415, 1.31729, -1.87604], [1.52484, 0.13187, 2.02708]],
  "e_lumo_ha": 0.036,
  "e_above_lowest_kcal_mol": 65.8,
  "total_charge": 0,
  "energy_ha": -384.75322,
  "orbital_gap_ha": 0.37880,
  "smiles": "CC(C)[C@@H](C)N.NO",
  "multiplicity": 1
}